[1]
Computed, not measured: a cluster of 6 separate species, C27H66O8S2 in total, with ωB97M-V/def2-TZVPD.

Each line ends with the Mulliken charge.
Positions of all 103 atoms, in Å:
C (4.71670, -0.67474, -1.16572)  -1.19
C (4.96838, 0.62968, -1.91673)  -0.25
C (3.77475, 1.60530, -1.98672)  0.42
C (3.24637, 1.75781, -3.40325)  -1.49
O (2.73381, 1.12519, -1.10594)  -0.19
S (1.72227, 2.29063, -0.59223)  0.36
O (2.16421, 2.63701, 0.73130)  -0.47
O (0.46413, 1.29770, -0.35089)  0.00
C (-0.40157, 1.15787, -1.48870)  -0.60
C (0.03161, 0.05280, -2.44979)  -0.28
C (-0.51842, -1.32045, -2.06613)  -0.34
S (-0.36917, -2.52630, -3.42957)  -0.23
H (4.14898, -1.37830, -1.77183)  0.29
H (4.21183, -0.51919, -0.21887)  0.22
H (5.67414, -1.15034, -0.95040)  0.43
H (5.24134, 0.37682, -2.94197)  -0.16
H (5.82672, 1.14721, -1.49265)  0.38
H (4.11146, 2.58653, -1.64198)  0.33
H (2.94880, 0.79124, -3.81149)  0.37
H (4.04324, 2.13252, -4.04468)  0.48
H (2.40251, 2.44452, -3.44882)  0.35
H (-0.48942, 2.10298, -2.02570)  0.41
H (-1.37145, 0.88459, -1.07997)  -0.04
H (-0.29257, 0.29489, -3.46241)  0.56
H (1.11639, -0.02002, -2.46547)  0.10
H (-1.58101, -1.24922, -1.84552)  0.20
H (0.01400, -1.72289, -1.20963)  0.34
H (0.59777, -1.89538, -4.10166)  0.03
C (-2.19687, 0.83381, 3.65018)  -0.44
C (-1.95576, -0.66317, 3.60285)  -0.16
O (-1.21037, -1.08648, 2.47631)  -0.34
C (0.08586, -0.51751, 2.34636)  0.35
C (1.01325, -0.79773, 3.51580)  -1.31
H (-2.71814, 1.17642, 2.75474)  0.14
H (-2.79528, 1.09195, 4.52440)  0.43
H (-1.25614, 1.37756, 3.72688)  -0.30
H (-2.90731, -1.19350, 3.53689)  0.17
H (-1.47102, -0.99563, 4.52808)  0.35
H (0.01708, 0.55777, 2.15985)  0.18
H (0.49593, -0.96235, 1.43968)  -0.03
H (0.65425, -0.35016, 4.44416)  0.26
H (1.99888, -0.37937, 3.30797)  0.42
H (1.11720, -1.87256, 3.67485)  0.30
C (5.23927, 1.24990, -7.29853)  -1.20
C (5.07344, 0.11631, -6.30086)  -0.16
O (3.73626, -0.32211, -6.14185)  -0.26
C (3.10412, -0.82392, -7.30759)  -0.42
C (3.79588, -2.02844, -7.92096)  -1.09
H (4.61871, 2.10152, -7.01580)  0.30
H (6.28075, 1.57149, -7.32576)  0.41
H (4.95940, 0.95190, -8.30939)  0.31
H (5.38013, 0.45919, -5.31198)  0.09
H (5.72703, -0.72400, -6.55942)  0.34
H (2.98354, -0.02875, -8.05159)  0.33
H (2.10215, -1.10520, -6.98279)  0.34
H (4.79787, -1.78969, -8.27939)  0.27
H (3.21897, -2.39201, -8.77155)  0.40
H (3.88095, -2.83357, -7.19023)  0.30
C (-3.44320, -5.16888, 5.67018)  -0.83
C (-3.50535, -6.21609, 4.57084)  -0.35
O (-4.29941, -5.84435, 3.46050)  -0.44
C (-3.89299, -4.67375, 2.77375)  -0.34
C (-2.49076, -4.74017, 2.19612)  -0.88
H (-4.44646, -4.92171, 6.01946)  0.28
H (-2.86523, -5.54957, 6.51290)  0.38
H (-2.96655, -4.24740, 5.33285)  0.10
H (-3.97052, -7.12365, 4.95619)  0.35
H (-2.49440, -6.49051, 4.24805)  0.29
H (-3.99610, -3.79477, 3.42116)  0.26
H (-4.61706, -4.55662, 1.96741)  0.33
H (-1.73126, -4.84115, 2.97238)  0.23
H (-2.27399, -3.82356, 1.64625)  0.27
H (-2.39469, -5.58922, 1.51761)  0.36
C (0.91435, 3.96433, 8.02100)  -1.06
C (1.08853, 2.60465, 7.36599)  -0.33
O (0.33258, 2.43041, 6.18286)  -0.37
C (0.61531, 3.33122, 5.12578)  -0.21
C (2.04588, 3.27123, 4.62194)  -1.05
H (-0.13735, 4.14981, 8.24243)  0.28
H (1.47815, 4.00155, 8.95363)  0.40
H (1.27335, 4.77494, 7.38575)  0.27
H (0.73424, 1.82583, 8.04170)  0.33
H (2.14969, 2.40348, 7.17894)  0.31
H (0.33900, 4.35398, 5.40604)  0.33
H (-0.05184, 3.03357, 4.31718)  0.18
H (2.76891, 3.56862, 5.38327)  0.33
H (2.16816, 3.93712, 3.76773)  0.39
H (2.29062, 2.25745, 4.30212)  0.20
C (-4.53297, 0.63365, -1.14089)  -0.90
C (-4.14648, 1.55948, -2.28257)  -0.02
O (-4.82023, 1.29839, -3.49743)  -0.44
C (-6.23131, 1.41432, -3.46385)  -0.33
C (-6.73319, 2.79548, -3.07932)  -1.02
H (-4.36753, -0.40782, -1.42109)  0.28
H (-3.93209, 0.85691, -0.25768)  0.17
H (-5.58109, 0.74250, -0.86056)  0.40
H (-3.09005, 1.42223, -2.51616)  0.00
H (-4.27142, 2.60805, -1.98771)  0.25
H (-6.66464, 0.65199, -2.80641)  0.29
H (-6.55393, 1.17635, -4.47712)  0.36
H (-6.44869, 3.06906, -2.06252)  0.26
H (-7.82172, 2.82232, -3.13559)  0.39
H (-6.33210, 3.55020, -3.75693)  0.28

Cartesian forces (eV/Å) of the 3 atoms listed first:
C 0.3 -0.1 0.0
C -0.1 0.0 0.0
C 0.3 0.1 -0.3

Properties
HOMO	-9.018	eV
strongest force on any atom	0.62	eV/Å
LUMO	0.57	eV

***

[2]
Computed, not measured: a cluster of 11 separate species, C27H67N8O17 in total, with ωB97M-V/def2-TZVPD.

Each line ends with the Mulliken charge.
Positions of all 119 atoms, in Å:
C (-3.87206, 7.65419, -2.46223)  -1.15
C (-2.68101, 6.74631, -2.67045)  0.63
O (-1.78537, 6.88029, -3.41948)  -0.32
N (-2.60835, 5.58380, -1.67177)  -0.18
H (-3.07543, 5.81162, -0.79289)  0.43
H (-3.20930, 4.83221, -2.01898)  0.39
C (-1.16876, 5.11029, -1.44150)  -0.82
H (-4.67721, 6.90963, -2.46092)  0.37
H (-4.00707, 8.35628, -3.27841)  0.35
H (-3.77985, 8.17858, -1.51094)  0.35
H (-0.72594, 5.82041, -0.74609)  0.34
H (-0.65665, 5.10386, -2.40190)  0.51
H (-1.07639, 4.13852, -0.95847)  0.10
C (-2.24150, -0.79414, -4.24253)  -1.12
C (-1.12900, -1.06328, -5.21005)  0.48
O (-0.12856, -0.46281, -5.29965)  -0.36
N (-1.28900, -2.42571, -5.95617)  -0.12
H (-0.53963, -3.10537, -5.82102)  0.37
H (-2.14581, -2.80995, -5.56964)  0.39
C (-1.28539, -2.13929, -7.48177)  -0.73
H (-3.14834, -0.81729, -4.85824)  0.49
H (-2.24595, 0.19032, -3.78313)  0.19
H (-2.12218, -1.51164, -3.42681)  0.38
H (-1.18705, -1.08438, -7.71141)  0.29
H (-2.31967, -2.43411, -7.67471)  0.39
H (-0.69832, -2.82094, -8.08948)  0.38
C (-4.17186, -3.29514, 1.58051)  -0.78
C (-4.46025, -4.77670, 1.87868)  0.28
O (-5.09997, -5.02623, 2.83275)  -0.32
N (-3.95839, -5.91172, 0.96761)  -0.17
H (-4.24460, -5.85181, -0.00908)  0.39
H (-2.93908, -5.91869, 0.97880)  0.36
C (-4.34727, -7.26736, 1.57372)  -0.80
H (-4.87758, -3.01256, 0.79315)  0.37
H (-3.14031, -3.10140, 1.27567)  0.27
H (-4.39956, -2.65303, 2.42430)  0.32
H (-4.14650, -7.17451, 2.63667)  0.37
H (-3.78639, -8.05229, 1.07486)  0.36
H (-5.41590, -7.42038, 1.44445)  0.35
C (5.35690, 2.69789, 2.60487)  -1.19
C (3.95923, 2.68003, 3.11049)  0.60
O (3.59521, 2.39537, 4.19697)  -0.45
N (2.92731, 3.36056, 2.18706)  0.15
H (2.41347, 3.93503, 2.85774)  0.44
H (3.36637, 3.98431, 1.51012)  0.42
C (2.16412, 2.26681, 1.48599)  -0.43
H (5.70674, 3.68639, 2.28892)  0.42
H (5.49431, 2.16967, 1.65376)  0.27
H (6.01305, 2.24576, 3.34175)  0.37
H (2.92415, 1.80745, 0.85902)  -0.23
H (1.39139, 2.59711, 0.79762)  0.02
H (1.68926, 1.65810, 2.25116)  0.41
C (2.43230, -0.33520, 5.61546)  -0.53
C (0.97461, 0.01323, 5.60446)  0.37
O (0.48813, 0.99643, 5.15616)  -0.45
N (0.07153, -1.12418, 6.00015)  -0.05
H (0.43792, -1.67743, 6.77733)  0.41
H (-0.78196, -0.64268, 6.29863)  0.41
C (-0.22545, -1.95379, 4.77015)  -0.86
H (2.75893, -1.29604, 5.20988)  0.34
H (2.98625, -0.31053, 6.55828)  0.45
H (2.86739, 0.41451, 4.95736)  -0.11
H (-0.97844, -2.68626, 5.04251)  0.42
H (0.74086, -2.24529, 4.36401)  0.32
H (-0.65921, -1.30750, 4.00409)  0.33
C (-4.24433, 1.65479, 3.41063)  -1.11
C (-3.53505, 0.68042, 2.55521)  0.48
O (-3.42747, -0.47462, 2.82375)  -0.34
N (-3.11683, 1.19137, 1.15802)  0.33
H (-2.96520, 2.19382, 1.20838)  0.47
H (-2.30526, 0.66421, 0.77430)  -0.11
C (-4.28726, 0.88569, 0.23432)  -0.76
H (-5.17625, 1.24196, 3.79387)  0.33
H (-4.47306, 2.61936, 2.95315)  0.39
H (-3.60618, 1.93083, 4.25612)  0.33
H (-4.85957, 1.81250, 0.29589)  0.43
H (-4.95557, 0.06946, 0.48523)  0.28
H (-3.92880, 0.82943, -0.78970)  0.25
C (2.60666, 0.22422, -3.85577)  -0.81
C (3.70094, 0.08302, -2.82039)  0.40
O (4.58139, -0.68688, -3.01111)  -0.45
N (3.50375, 0.65859, -1.45244)  1.19
H (2.49155, 0.63132, -1.20129)  -0.16
H (3.88433, 0.10962, -0.66601)  0.37
C (4.19169, 2.00452, -1.28199)  -0.73
H (1.73354, 0.81273, -3.57159)  0.17
H (2.24062, -0.75289, -4.16594)  0.24
H (3.05586, 0.70622, -4.72469)  0.45
H (3.92559, 2.51202, -0.36439)  -0.05
H (4.00310, 2.58461, -2.18029)  0.60
H (5.24272, 1.75215, -1.15052)  0.42
C (2.25764, -2.92329, 0.09866)  -0.26
C (2.47937, -3.58900, -1.22155)  0.26
O (3.02487, -3.10286, -2.14570)  -0.38
N (1.82692, -4.98327, -1.38255)  -0.09
H (0.91473, -4.86293, -0.94566)  0.38
H (1.63783, -5.17976, -2.36637)  0.40
C (2.70572, -6.05889, -0.79983)  -0.79
H (2.90214, -2.05149, 0.23735)  -0.40
H (2.61586, -3.53388, 0.93481)  0.46
H (1.24201, -2.56893, 0.29943)  0.26
H (3.70583, -5.92680, -1.20162)  0.35
H (2.21165, -7.02142, -0.91231)  0.38
H (2.73830, -5.95728, 0.28572)  0.33
O (2.76420, -0.73749, 2.60431)  -0.17
C (3.94206, -0.46097, 1.95244)  0.29
O (3.81147, -0.12403, 0.71823)  -0.87
O (5.03081, -0.54785, 2.50784)  -0.65
H (2.23120, -0.47680, 1.81529)  0.11
O (-1.00841, 0.94848, -0.78602)  -0.53
C (-0.20294, 0.09152, -0.04392)  -0.51
O (1.03447, 0.12992, -0.16151)  0.54
O (-0.86948, -0.70565, 0.68425)  -0.87
H (-0.31330, 1.43911, -1.31344)  0.36
O (2.39534, 3.58622, -1.00223)  -0.35
C (1.63962, 3.57702, -2.16973)  0.41
O (0.86106, 2.58388, -2.28054)  -0.79
O (1.78261, 4.50322, -2.95980)  -0.70
H (3.03455, 4.29939, -1.15577)  0.33

Cartesian forces (eV/Å) of the 3 atoms listed first:
C 0.2 -1.6 -0.1
C 0.4 2.6 -0.6
O -0.1 -0.7 0.1

Properties
energy relative to the best compared isomer or geometry (same formula, charge and spin)	414.0	kJ/mol
HOMO	-17.812	eV
strongest force on any atom	4.00	eV/Å
LUMO	-11.43	eV
net charge	+5

***

Among the records above, which one has the lowest HOMO? C27H67N8O17

***

Among the records above, which one has the lowest strongest force on any atom? C27H66O8S2